Below is a structure of composition C27H21IMoN5O7S, with properties calculated with ωB97M-V/def2-TZVPD.

Each line ends with the Löwdin spin population.
Element x y z (Å)
N: 1.56 2.89 -4.71  0.00
O: -3.66 -3.13 -0.01  0.00
O: 2.13 -2.38 0.33  0.04
H: 2.40 4.77 0.40  0.00
C: 0.77 1.95 1.26  0.00
H: -1.53 -0.08 -0.99  0.00
H: 2.76 1.48 -2.71  0.00
H: 2.59 -0.33 -1.04  0.00
H: -1.77 -6.01 -3.57  0.00
C: 0.82 -3.57 -1.19  0.00
N: -0.82 0.18 1.74  0.00
H: 0.11 5.24 0.51  0.00
C: -3.75 0.11 4.05  0.00
C: 2.22 3.74 0.69  0.00
H: 1.64 3.66 -5.36  0.00
C: 0.63 -4.49 -2.20  0.00
C: -2.69 -1.30 1.95  0.00
H: -5.30 -1.37 4.04  0.00
C: -0.23 4.27 0.87  0.00
C: 4.39 0.83 1.27  0.00
H: -2.76 -4.62 -1.90  0.00
I: 0.33 -2.86 3.23  0.11
O: -0.91 4.38 2.12  0.00
C: 1.78 1.16 -2.38  0.00
C: -4.38 -1.03 3.58  0.00
O: -0.84 -5.78 -3.46  0.00
C: 2.20 -3.10 -0.77  0.01
C: -2.57 0.54 3.46  0.00
H: -1.53 1.76 -2.66  0.00
C: -1.41 -3.42 -0.77  0.00
N: -0.17 -3.03 -0.48  -0.01
C: -3.85 -1.76 2.52  0.00
C: -2.04 -0.16 2.39  0.00
O: -1.96 -1.95 0.94  0.01
H: -4.33 -2.66 2.17  0.00
C: 0.62 1.78 -2.81  0.01
H: 4.33 -0.06 0.64  0.00
H: -1.27 2.16 1.98  0.00
C: -0.60 1.31 -2.33  0.00
C: -0.52 1.43 1.66  0.02
H: 2.06 2.04 -4.91  0.00
Mo: 0.50 -1.41 0.97  1.69
H: 1.49 -4.89 -2.73  0.00
C: 0.66 2.97 -3.73  0.00
O: 1.80 -0.16 1.60  0.03
H: -0.36 4.90 2.73  0.00
C: -0.67 -4.88 -2.49  0.01
C: 1.89 1.15 1.33  0.01
N: 3.31 2.96 0.79  0.00
S: -0.34 4.24 -3.47  0.00
H: -4.16 0.66 4.88  0.00
C: 1.70 0.15 -1.43  0.01
N: 0.53 -0.25 -0.92  0.01
H: 5.27 1.40 1.00  0.00
C: 0.94 3.32 0.94  0.00
O: 3.18 -3.35 -1.41  0.02
C: 3.18 1.69 1.12  0.00
C: -1.72 -4.34 -1.74  0.00
H: -0.97 3.91 0.16  0.00
H: 4.49 0.47 2.29  0.00
C: -0.60 0.30 -1.40  0.01
H: -2.04 1.40 3.86  0.00
C: -2.51 -2.85 0.07  0.00

Multiplicity = 3
Energy = -2605.9922 a.u.
LUMO (alpha / beta) = -4.157 / -4.206 eV
<S²> = 2.02
Frontier orbital gap (alpha / beta) = 7.0 / 7.2 eV
Total charge = +1
Relative energy (zero: lowest compared OMol25 entry of this formula, charge and spin) = 0.3232 eV